Entry from OMol25: an isolated ion of composition C4H6N3 and charge +1 in a non-equilibrium geometry (the ωB97M-V functional and the def2-TZVPD basis).

Bonds (Å) are listed after each position.
Atoms and positions in Å:
1 C -1.21082 1.28355 0.65777  C3 1.563, N5 1.199, H8 1.109
2 C 1.12029 -0.33764 -0.30821  C4 1.421, N7 1.176
3 C -1.40597 0.08492 -0.32555  C1 1.563, C4 1.501, H9 1.051, H10 1.173
4 C -0.11488 -0.26385 -1.00658  C2 1.421, C3 1.501, H11 1.041, H12 1.024
5 N -0.31612 1.75376 1.30194  C1 1.199
6 N 2.78747 -1.10805 1.19945  N7 1.206, H13 1.082
7 N 1.99609 -0.73719 0.36786  C2 1.176, N6 1.206
8 H -2.23782 1.65964 0.83981  C1 1.109
9 H -1.77416 -0.69302 0.27768  C3 1.051
10 H -2.36454 0.20809 -0.99108  C3 1.173
11 H 0.00259 0.23446 -1.91257  C4 1.041
12 H -0.31590 -1.24336 -1.22554  C4 1.024
13 H 3.83378 -0.84131 1.12503  N6 1.082

Values from the calculation:
energy = -319.7847 a.u.
charge = +1
HOMO-LUMO gap (alpha / beta) = 5.98 / 10.56 eV
strongest force on any atom = 4.00 eV/A
relative energy (zero: lowest compared OMol25 entry of this formula, charge and spin) = 648.2 kJ/mol

So, what does the Löwdin scheme give us? The charges, in e, come out as: -0.276, 0.153, -0.112, -0.133, 0.232, 0.245, 0.027, 0.143, 0.104, 0.179, 0.129, 0.125, 0.184